# 1
Entry from OMol25: a structure of composition C2H2INO2 at a distorted geometry (ωB97M-V/def2-TZVPD).

Geometry as XYZ:
```
8
C2H2INO2 ωB97M-V/def2-TZVPD
C 0.1609 0.0108 -0.0240
C 1.2259 -0.7337 0.0067
N 1.4167 -2.1419 -0.0325
O 0.5701 -2.7244 -0.6768
O 2.3419 -2.6332 0.5525
I 3.6979 0.3835 -0.0341
H 0.2032 1.0841 -0.0022
H -0.8249 -0.4411 -0.0456
```

Results
**Frontier orbital gap (alpha / beta)**: 7.62 / 7.62 eV
**LUMO energy (alpha / beta)**: -2.330 / -2.329 eV
**F_max**: 4.19 eV Å⁻¹
**E**: -580.1440 Ha
**HOMO energy (alpha / beta)**: -9.9468 / -9.9473 eV


# 2
Entry from OMol25: a cluster of 3 separate species, C35H38BF3O3 in total at a distorted geometry (ωB97M-V/def2-TZVPD).

Geometry as XYZ:
```
80
C35H38BF3O3 ωB97M-V/def2-TZVPD
C 5.5155 0.5791 -4.3250
O 4.7612 1.7950 -4.2356
C 3.5816 1.7823 -3.5538
C 2.9619 3.0483 -3.4989
C 1.8515 3.2292 -2.7353
C 1.2423 2.1390 -2.0582
C -0.1347 2.3795 -1.6844
C -1.1598 2.1526 -2.6454
C -2.4325 2.7247 -2.3874
C -3.5105 2.2858 -3.1250
C -3.3745 1.3099 -4.1313
C -2.0972 0.8110 -4.4534
C -0.9882 1.2874 -3.7837
C 1.9168 0.8848 -2.0346
C 3.0584 0.6844 -2.8095
H 6.3706 0.9042 -4.9261
H 5.8325 0.2191 -3.3317
H 4.9524 -0.1947 -4.8636
H 3.4401 3.8474 -4.0816
H 1.3663 4.2093 -2.7021
H -0.3562 3.1594 -0.9784
H -2.5273 3.3830 -1.5051
H -4.5052 2.6520 -2.8682
H -4.2574 0.8317 -4.5466
H -1.9665 -0.0107 -5.1588
H -0.0001 0.8773 -3.9929
H 1.5294 0.0733 -1.3987
H 3.5776 -0.2846 -2.8658
C -3.5646 -2.1948 0.8819
C -2.0874 -2.4720 0.7352
C -1.8117 -4.0141 0.5901
C -1.3438 -1.5380 -0.3695
C -1.2930 -2.0910 -1.7866
C -2.0081 -0.1684 -0.3782
O 0.0208 -1.4463 0.1333
B -0.0853 -1.8723 1.4665
C 1.1161 -2.0298 2.4208
C 0.9396 -2.4415 3.7627
C 1.9980 -3.0455 4.4422
C 3.2348 -3.1677 3.8171
C 4.2294 -4.1487 4.3667
F 4.7242 -4.9137 3.3445
F 5.2933 -3.5768 5.0093
F 3.6253 -5.0021 5.2521
C 3.5042 -2.4427 2.6554
C 2.4468 -1.8582 1.9620
C -0.1445 2.8913 1.3259
C 1.2200 2.2569 1.5627
C -1.3194 2.6153 2.0505
C -2.6649 3.1066 1.7487
C -3.7590 2.8129 2.5673
C -3.5884 1.9627 3.6762
C -2.3382 1.3664 3.9354
C -1.2345 1.6995 3.1534
O -1.4055 -2.0123 1.9267
H -4.0765 -2.3823 -0.0678
H -3.9899 -2.8705 1.6223
H -3.7309 -1.1658 1.2061
H -2.2805 -4.4448 -0.3039
H -0.7392 -4.2794 0.5633
H -2.2997 -4.5321 1.4281
H -2.3142 -2.2090 -2.1793
H -0.7843 -1.3589 -2.4304
H -0.7713 -3.0602 -1.8270
H -2.9011 -0.2427 -1.0141
H -2.3066 0.1509 0.6297
H -1.3256 0.5820 -0.7883
H -0.0170 -2.3227 4.2751
H 1.8807 -3.3924 5.4592
H 4.5250 -2.3144 2.3155
H 2.6468 -1.3029 1.0431
H -0.2386 3.5751 0.4615
H 1.6474 2.1657 0.5332
H 1.9619 2.9140 2.0885
H 1.3850 1.2796 2.0971
H -2.8354 3.6731 0.8196
H -4.7788 3.1751 2.3186
H -4.4700 1.6377 4.2429
H -2.2218 0.5670 4.6771
H -0.3175 1.1225 3.2589
```

Results
**Frontier orbital gap**: 3.80 eV
**LUMO energy**: -1.969 eV
**F_max**: 2.10 eV Å⁻¹
**E**: -1906.5969 Ha
**HOMO energy**: -5.7654 eV


# 3
Entry from OMol25: a structure of composition C27H34N11OPRhS (ωB97M-V/def2-TZVPD).

Geometry as XYZ:
```
76
C27H34N11OPRhS ωB97M-V/def2-TZVPD
Rh 1.1552 -0.2744 0.1157
C 4.5807 -3.1541 -3.3621
N 3.9889 -1.9978 -2.6860
C 4.3917 -0.7045 -2.8534
C 3.5547 0.0636 -2.0957
N 2.6453 -0.7471 -1.4806
C 2.9237 -1.9910 -1.8477
P 2.1661 -3.4985 -1.1709
C 2.3782 -3.0850 0.6007
N 2.0598 -1.9407 1.1976
C 2.4296 -2.0554 2.5119
C 2.9755 -3.2868 2.7101
N 2.9379 -3.9244 1.5001
C 3.4375 -5.2789 1.2489
C 0.4123 -3.0287 -1.3002
N -0.1395 -1.9162 -0.8354
C -1.4876 -2.0424 -1.0247
C -1.7479 -3.2434 -1.6205
N -0.5429 -3.8606 -1.7848
C -0.3389 -5.1518 -2.4441
H 5.5704 -2.8809 -3.7140
H 3.9721 -3.4503 -4.2137
H 4.6716 -3.9897 -2.6739
H 5.2225 -0.4360 -3.4833
H 3.5650 1.1275 -1.9420
H 2.2990 -1.2570 3.2220
H 3.3872 -3.7499 3.5905
H 3.7648 -5.7055 2.1918
H 4.2820 -5.2541 0.5645
H 2.6507 -5.9047 0.8359
H -2.1839 -1.2754 -0.7363
H -2.6732 -3.6962 -1.9339
H -1.3022 -5.6392 -2.5573
H 0.3067 -5.7880 -1.8445
H 0.1016 -5.0120 -3.4287
O 2.0084 1.8210 0.0292
S 1.4553 3.2162 -0.2812
C 2.7224 4.3577 0.3683
C 3.2663 5.1490 -0.8211
C 3.2950 4.1617 -1.9829
C 1.8906 3.5707 -2.0102
H 3.4710 3.6923 0.8009
H 2.2769 4.9674 1.1516
H 4.2466 5.5659 -0.5966
H 2.6001 5.9818 -1.0558
H 4.0296 3.3794 -1.7758
H 3.5603 4.6273 -2.9306
H 1.7691 2.6406 -2.5656
H 1.1583 4.2979 -2.3673
C -0.8278 1.5995 2.5123
C -1.3567 1.5648 1.1195
N -0.7831 0.9642 0.0984
C -1.5271 1.2675 -1.0271
C -2.5552 2.0765 -0.6855
N -2.4443 2.2634 0.6831
C -3.3114 3.1247 1.4561
N -4.7184 2.7391 1.3919
N -5.4988 3.3778 0.4397
N -6.6944 2.9730 0.5373
C -6.7427 2.0471 1.5657
C -7.8112 1.3654 2.0949
C -7.5554 0.4794 3.2004
C -6.2852 0.3207 3.7288
C -5.2002 1.0139 3.1958
C -5.4620 1.8970 2.1079
H 0.0496 0.9604 2.5711
H -1.5522 1.2485 3.2486
H -0.5234 2.6096 2.7927
H -1.2478 0.9056 -2.0026
H -3.3226 2.5545 -1.2727
H -3.2800 4.1293 1.0397
H -2.9854 3.1582 2.4917
H -8.8130 1.5125 1.7068
H -8.3796 -0.0751 3.6308
H -6.1331 -0.3502 4.5625
H -4.2034 0.8735 3.5934
```

Results
**Frontier orbital gap (alpha / beta)**: 7.52 / 4.05 eV
**<S²>**: 6.03
**Multiplicity**: 5
**Total charge**: +3
**LUMO energy (alpha / beta)**: -8.225 / -11.692 eV
**F_max**: 0.89 eV Å⁻¹
**E**: -2575.9835 Ha
**HOMO energy (alpha / beta)**: -15.7422 / -15.7443 eV


It is found that the relative energy (zero: lowest compared OMol25 entry of this formula, charge and spin) values, taken in the order of the records, are 5.589, 1.458, 0.000 eV.